1.
The following is a DFT calculation (ωB97M-V with the def2-TZVPD basis set) of a molecular structure, C33H33N2O2P2SSn.

The geometry in XYZ format:
```
74
Properties=species:S:1:pos:R:3:forces:R:3
Sn -3.7486 1.1549 3.5730 -0.016 0.007 -0.010
C 0.6735 -0.6313 2.6488 0.007 -0.002 -0.001
N -0.6838 -0.0821 2.8047 -0.031 0.018 0.020
P -1.5120 -0.0992 4.3868 0.009 0.003 0.000
C -1.9075 -1.8341 4.5950 0.000 -0.001 -0.005
C -2.1223 -2.6620 3.4920 0.001 0.002 0.002
C -2.5581 -3.9631 3.6888 0.003 0.010 -0.005
C -2.7903 -4.4316 4.9747 -0.002 -0.003 0.002
C -2.5922 -3.6025 6.0715 -0.004 -0.006 0.000
C -2.1561 -2.3006 5.8888 0.004 0.004 -0.002
C -0.2724 0.4225 5.5517 0.006 0.001 0.005
C -0.1923 1.7870 5.8449 0.001 0.007 0.001
C 0.7768 2.2388 6.7245 0.000 0.000 -0.001
C 1.6523 1.3347 7.3126 -0.002 -0.001 0.000
C 1.5713 -0.0228 7.0226 0.005 -0.001 0.002
C 0.6113 -0.4869 6.1406 -0.007 -0.004 -0.009
P 3.7741 -2.8408 -7.0197 0.009 -0.057 -0.112
C 2.6138 -3.9360 -7.7310 0.018 -0.005 -0.008
C 1.2848 -3.4575 -7.7251 -0.002 0.000 0.009
C 0.2748 -4.2050 -8.2954 -0.001 0.003 0.000
C 0.5642 -5.4621 -8.8138 -0.002 0.004 0.000
C 1.8582 -5.9817 -8.7656 0.001 0.001 0.001
C 2.8816 -5.2270 -8.2386 -0.002 0.001 -0.008
C 5.3260 -3.1822 -7.7249 0.028 0.026 0.020
C 6.4165 -2.6756 -6.9760 0.004 -0.010 0.005
C 7.7103 -2.8667 -7.4110 -0.005 0.002 -0.001
C 7.9325 -3.5113 -8.6232 -0.002 -0.004 -0.006
C 6.8700 -3.9642 -9.4088 0.007 0.002 0.001
C 5.5768 -3.8088 -8.9697 -0.010 0.006 0.002
H 1.3676 -0.0539 3.2552 -0.001 -0.001 0.001
H 0.9400 -0.5630 1.5983 -0.001 -0.001 0.000
H 0.6719 -1.6704 2.9731 0.001 0.000 0.001
H -1.9452 -2.3087 2.4825 0.001 -0.004 -0.001
H -2.7150 -4.6108 2.8373 -0.001 -0.002 0.003
H -3.1289 -5.4479 5.1239 0.001 0.000 0.000
H -2.7763 -3.9710 7.0713 0.001 0.003 0.001
H -2.0029 -1.6600 6.7492 0.000 -0.002 0.001
H -0.8826 2.4832 5.3827 -0.002 -0.004 0.001
H 0.8489 3.2918 6.9603 0.000 -0.001 0.000
H 2.4025 1.6894 8.0068 0.000 -0.001 -0.001
H 2.2559 -0.7186 7.4879 0.000 0.000 0.000
H 0.5442 -1.5446 5.9192 0.000 0.000 0.002
H 1.0655 -2.4875 -7.2940 0.002 0.000 0.000
H -0.7361 -3.8237 -8.3254 0.001 -0.001 0.000
H -0.2312 -6.0571 -9.2434 0.002 -0.003 0.001
H 2.0545 -6.9778 -9.1374 -0.001 0.001 -0.001
H 3.8780 -5.6409 -8.1725 0.004 0.002 -0.003
H 6.2286 -2.1483 -6.0480 -0.004 0.001 0.000
H 8.5433 -2.5011 -6.8275 0.001 -0.001 -0.002
H 8.9464 -3.6424 -8.9787 0.000 0.001 0.002
H 7.0665 -4.4227 -10.3679 0.000 0.000 0.001
H 4.7540 -4.1173 -9.5985 -0.004 -0.005 0.004
O -2.3513 0.9255 1.8491 -0.020 -0.020 -0.018
N -1.2001 0.4402 1.7556 0.001 0.022 0.096
C -4.0236 7.5643 -0.9330 0.000 -0.001 0.000
C -3.9295 6.7434 0.3173 0.001 0.004 0.001
C -2.6889 6.3183 0.8067 -0.003 0.002 0.001
C -2.5936 5.5759 1.9656 0.002 -0.007 0.005
C -3.7650 5.2418 2.6426 -0.009 0.004 -0.018
C -5.0153 5.6347 2.1694 0.002 0.001 -0.001
C -5.0854 6.3892 1.0126 0.001 0.000 -0.004
S -3.7634 4.3438 4.1367 0.021 -0.015 0.009
C -2.6767 5.2909 5.1798 0.005 -0.005 -0.006
O -2.8821 3.0493 3.8930 -0.015 0.029 0.021
H -3.0407 7.8236 -1.3194 0.000 -0.001 0.000
H -4.5749 8.4859 -0.7445 0.001 0.000 0.000
H -4.5647 7.0175 -1.7068 -0.001 0.001 0.000
H -1.7879 6.5875 0.2710 -0.002 0.001 -0.001
H -1.6253 5.2552 2.3291 -0.002 0.000 0.006
H -5.9174 5.3680 2.7066 0.001 0.000 -0.001
H -6.0509 6.7116 0.6442 0.000 -0.001 0.002
H -1.7102 5.4013 4.6921 0.000 0.001 0.001
H -2.5902 4.7692 6.1309 -0.001 0.001 -0.001
H -3.1458 6.2631 5.3289 -0.001 0.000 -0.002
```
Forces are in eV/Å.

LUMO level, eV: -8.2
Energy above the lowest of the compared OMol25 structures with the same formula, charge and spin, kJ/mol: 0.0
F_max, eV/A: 0.13
Charge: +3
DFT total energy, eV: -77050.3630

---

2.
The following is a DFT calculation (ωB97M-V with the def2-TZVPD basis set) of a molecular structure, C33H33N4OSSiV.

The geometry in XYZ format:
```
74
Properties=species:S:1:pos:R:3:forces:R:3
V -0.5483 0.6153 0.3826 -0.009 1.477 -0.152
C 0.5499 3.3520 -2.0794 -0.023 -0.034 0.026
C 0.5146 1.8367 -2.2866 0.422 0.260 0.077
C 1.8695 1.1898 -2.1048 -0.185 0.049 0.071
C 2.7737 1.2021 -3.1543 -0.021 -0.021 -0.066
C 4.0101 0.5878 -3.0259 0.031 -0.005 0.004
C 4.3393 -0.0588 -1.8475 0.030 0.025 -0.031
C 3.4671 -0.0773 -0.7638 -0.036 -0.125 0.130
C 3.8453 -0.8653 0.4689 0.154 0.163 0.009
C 4.9481 -0.1996 1.2994 -0.062 -0.036 -0.020
C 2.2487 0.5872 -0.9039 0.020 0.193 -0.011
N 1.3037 0.6064 0.1682 1.527 0.048 0.083
C 1.6198 1.0975 1.3724 0.212 -0.272 0.081
C 0.7533 0.9346 2.4617 0.161 -0.145 -0.012
C 0.8788 1.1724 3.8442 -0.033 0.104 0.019
C -0.2889 0.7125 4.4283 -0.006 0.047 0.029
C -1.1250 0.2373 3.3965 0.166 0.158 -0.013
N -0.5034 0.3572 2.2274 0.209 -0.521 1.333
H -0.4104 3.8006 -2.3349 0.009 0.011 0.035
H 1.3162 3.7948 -2.7159 -0.017 -0.008 -0.008
H 0.7773 3.6025 -1.0425 0.003 0.003 -0.020
H 0.1540 1.6098 -3.2899 -0.113 -0.080 0.024
H -0.2342 1.4106 -1.5989 -0.161 -0.080 -0.224
H 2.4961 1.6833 -4.0865 0.024 -0.038 0.033
H 4.7069 0.5902 -3.8548 -0.030 0.006 0.027
H 5.2888 -0.5762 -1.7612 -0.048 0.003 -0.017
H 4.2028 -1.8400 0.1327 -0.060 -0.045 0.026
H 2.9722 -1.0554 1.0947 -0.028 -0.055 -0.033
H 5.8581 -0.0791 0.7106 -0.015 0.018 0.019
H 5.1859 -0.8092 2.1714 0.027 0.021 -0.010
H 4.6533 0.7923 1.6499 0.017 -0.015 -0.010
H 2.5593 1.6233 1.5064 0.067 -0.031 0.006
H 1.7477 1.5752 4.3422 -0.039 0.005 -0.038
H -0.5260 0.7037 5.4808 0.021 -0.016 -0.043
H -2.1220 -0.1716 3.4618 0.004 0.023 -0.024
O -1.0114 2.8906 0.8543 0.199 -0.512 -0.309
N -2.1590 3.2712 1.3700 -0.137 0.018 0.043
C -2.2596 3.4591 2.7006 0.091 -0.103 0.058
C -3.4486 3.8559 3.2689 -0.051 0.025 0.001
C -4.5612 4.0646 2.4672 0.046 -0.002 -0.018
C -4.4342 3.8717 1.1018 -0.055 0.029 0.023
C -3.2229 3.4822 0.5737 0.009 -0.035 -0.102
H -1.3544 3.2671 3.2564 0.036 0.001 -0.035
H -3.4916 3.9992 4.3390 0.013 -0.007 -0.005
H -5.5032 4.3753 2.8971 0.017 -0.017 -0.006
H -5.2706 4.0151 0.4323 0.035 0.004 0.002
H -3.0510 3.3192 -0.4784 0.065 -0.022 0.002
S -5.0398 0.2718 0.0576 -0.097 0.001 0.017
C -3.4796 0.3490 0.0195 0.497 -0.151 -0.130
N -2.2771 0.4093 -0.0090 -2.779 -0.399 -0.697
C 2.4806 -3.3360 -3.0820 -0.005 0.009 0.023
C 1.5932 -2.2927 -3.3140 -0.018 0.001 -0.002
C 0.7608 -1.8565 -2.2944 -0.011 -0.085 -0.003
C 0.8028 -2.4411 -1.0259 0.017 0.032 0.009
C 1.6931 -3.4968 -0.8148 0.046 0.071 0.036
C 2.5234 -3.9443 -1.8348 -0.007 0.012 0.002
Si -0.3735 -1.9215 0.3338 -0.224 -0.089 -0.420
C -2.0356 -2.7028 -0.0207 0.019 -0.010 0.143
C -2.6456 -3.5517 0.9036 0.008 0.067 0.062
C -3.8576 -4.1696 0.6165 0.000 -0.005 0.024
C -4.4714 -3.9542 -0.6069 0.021 0.013 -0.010
C -3.8710 -3.1217 -1.5456 0.001 -0.002 0.017
C -2.6683 -2.5012 -1.2515 -0.023 -0.065 0.003
H 3.1323 -3.6792 -3.8761 -0.027 -0.001 0.020
H 1.5471 -1.8269 -4.2909 0.008 -0.001 0.027
H 0.0559 -1.0538 -2.4967 0.041 0.010 -0.018
H 1.7363 -3.9789 0.1573 0.014 0.009 -0.045
H 3.1965 -4.7744 -1.6593 0.004 0.030 0.007
H 0.1342 -2.4182 1.6347 0.031 0.056 0.026
H -2.1658 -3.7423 1.8586 -0.034 0.009 -0.021
H -4.3173 -4.8228 1.3478 0.015 0.008 -0.021
H -5.4128 -4.4382 -0.8348 0.022 0.012 0.003
H -4.3420 -2.9613 -2.5072 -0.001 0.007 0.011
H -2.2132 -1.8577 -1.9969 -0.006 -0.004 -0.014
```
Forces are in eV/Å.

LUMO level (alpha / beta), eV: -4.2 / -4.0
Energy above the lowest of the compared OMol25 structures with the same formula, charge and spin, kJ/mol: 137.2
F_max, eV/A: 2.89
Charge: +1
Spin multiplicity: 2
DFT total energy, eV: -87157.9450